1.
# C3H5N3O2S

C3H5N3O2S as an isolated structure at a distorted geometry (ωB97M-V/def2-TZVPD, the OMol25 dataset).

Computed properties:
Lowest unoccupied orbital energy ... 0.082 eV
Electronic energy ... -22590.36218 eV
Charge ... 0
M ... 147.2 g/mol
Frontier orbital gap ... 10.290 eV

Structure (XYZ):
```
14
Properties=species:S:1:pos:R:3:forces:R:3
C 0.536 0.082 -0.641 -3.2 -0.8 4.2
C -0.648 -0.349 0.718 1.9 1.5 -4.8
C 1.895 0.324 -0.194 0.8 -1.7 1.9
N -0.186 0.408 -1.585 1.9 0.3 -1.8
N -1.773 -0.136 0.240 -2.0 0.0 1.3
N -0.139 -0.756 1.825 1.4 -0.6 2.0
O -2.424 1.509 -1.599 0.4 0.6 0.5
O -2.348 -0.861 -2.025 0.4 -0.5 -0.5
S -1.803 0.260 -1.343 -1.9 -0.6 0.1
H 2.323 -0.451 0.612 -1.0 1.0 -2.3
H 1.799 1.176 0.504 0.5 0.4 -1.0
H 2.497 0.349 -1.081 1.0 0.7 0.1
H 0.860 -0.684 1.859 0.2 -0.2 0.3
H -0.588 -0.872 2.711 -0.6 0.0 0.1
```
Positions in Å, forces in eV/Å.

2.
# C3H5N3OS

The molecule C3H5N3OS at a distorted geometry (ωB97M-V/def2-TZVPD, the OMol25 dataset).

Computed properties:
Lowest unoccupied orbital energy ... -0.001 eV
Electronic energy ... -20541.59372 eV
Charge ... 0
M ... 131.2 g/mol
Frontier orbital gap ... 8.278 eV

Structure (XYZ):
```
13
Properties=species:S:1:pos:R:3:forces:R:3
C 3.260 -0.629 -0.384 -0.6 2.1 -1.7
N 2.155 -0.212 0.469 0.3 0.2 3.2
N 0.958 0.186 0.035 1.3 1.1 -0.7
C 0.380 1.436 -0.045 0.3 -2.1 -0.5
N -0.896 1.336 -0.103 0.3 2.3 0.5
C -1.205 0.043 0.064 -1.3 -1.1 -1.1
S -2.705 -0.547 -0.058 -0.5 -0.7 0.3
O -0.093 -0.727 0.109 0.1 -0.2 0.7
H 3.757 0.377 -0.740 -0.5 -2.3 0.0
H 4.015 -1.211 0.146 -0.4 0.0 0.2
H 2.785 -1.245 -1.210 1.0 0.9 0.7
H 2.360 0.068 1.463 -0.3 -0.6 -1.7
H 0.968 2.307 -0.217 0.4 0.5 0.2
```
Positions in Å, forces in eV/Å.

3.
# C3H5N3OS

The molecule C3H5N3OS at a distorted geometry (ωB97M-V/def2-TZVPD, the OMol25 dataset).

Computed properties:
Lowest unoccupied orbital energy (spin up / spin down) ... 0.168 / 0.168 eV
Electronic energy ... -20540.82334 eV
Charge ... 0
M ... 131.2 g/mol
Frontier orbital gap (spin up / spin down) ... 8.594 / 8.595 eV

Structure (XYZ):
```
13
Properties=species:S:1:pos:R:3:forces:R:3
C -0.091 -0.061 0.055 -2.9 -3.3 -0.2
C -2.338 0.129 -0.030 -0.6 0.3 -0.1
C 2.082 1.009 0.128 0.3 0.5 0.1
N -1.077 0.679 -0.007 1.1 0.3 0.1
N -1.224 -1.946 0.086 2.6 2.2 0.7
N 1.198 -0.139 0.067 0.8 -0.2 0.2
O -2.381 -1.216 -0.039 -0.4 -0.1 -0.4
S -3.701 1.003 -0.051 -0.2 0.0 0.0
H 2.944 0.827 -0.513 -0.1 0.1 0.0
H 1.549 1.891 -0.218 0.0 0.0 -0.1
H 2.430 1.192 1.147 -0.1 0.0 0.0
H -0.991 -2.316 -0.842 -0.4 0.3 -0.2
H 1.603 -1.051 0.215 -0.2 0.0 0.0
```
Positions in Å, forces in eV/Å.

- The lowest electronic energy belongs to which entry?
  C3H5N3O2S